Record 1
Molecular formula: C5H13N3P
Method: DFT, ωB97M-V/def2-TZVPD

E_HOMO (spin up / spin down)   -0.4475 / -0.4838 Ha
Energy relative to the best compared isomer or geometry (same formula, charge and spin)   3.2665 eV
Charge   +1
Energy   -19142.6538 eV

CARTESIAN COORDINATES (ANGSTROEM)
C: 2.13108 -0.17019 1.02196
C: 2.23600 1.08499 0.14477
C: 1.14203 -1.09385 0.24496
C: 1.02911 0.96744 -0.73550
C: -2.00907 -0.92763 -0.86730
N: -0.13398 1.51515 -0.02875
N: -1.11964 1.14583 0.44758
N: 0.82191 -0.43723 -1.01578
P: -3.04855 -0.00859 0.28034
H: 3.07670 -0.62055 1.12629
H: 1.68014 0.03852 1.96050
H: 2.36433 2.10403 0.71914
H: 3.03787 0.73886 -0.62785
H: 1.54177 -2.12753 0.01240
H: 0.28857 -1.35303 1.02054
H: 1.17770 1.61439 -1.66070
H: -1.71307 -1.98996 -0.60704
H: -2.02488 -0.63470 -1.88877
H: -0.09267 -0.73090 -1.38637
H: -2.70065 -0.00056 1.65160
H: -4.38061 -0.30084 0.38244
H: -3.30410 1.18634 -0.19445


Record 2
Molecular formula: N2
Method: DFT, ωB97M-V/def2-TZVPD

E_HOMO   -0.4277 Ha
Energy relative to the best compared isomer or geometry (same formula, charge and spin)   11.2098 eV
Charge   0
Energy   -2969.8683 eV

CARTESIAN COORDINATES (ANGSTROEM)
N: -0.70415 0.51672 0.28926
N: 0.70415 -0.51672 -0.28926